ORCA calculation (ωB97M-V/def2-TZVPD) on one molecule with the formula C4H5BrN2.

The geometry in ORCA input format:
```
! RIJCOSX wB97M-V def2-TZVPD def2/J DEFGRID3
* xyz 0 1
C 0.941 -0.999 0.875
N 0.136 -0.122 0.090
C 0.406 0.367 -1.167
C -0.737 1.124 -1.433
N -1.546 1.199 -0.304
C -1.094 0.319 0.523
Br -1.719 -0.065 2.158
H 0.430 -1.674 1.500
H 1.604 -1.580 0.255
H 1.403 -0.354 1.569
H 1.240 0.179 -1.760
H -1.065 1.607 -2.307
*
```

Output
* frontier orbital gap: 0.342 Ha
* structure (SMILES): Cn1ccnc1Br

---

ORCA calculation (ωB97M-V/def2-TZVPD) on C12H25N4O4Ti as an isolated structure.

The geometry in ORCA input format:
```
! RIJCOSX wB97M-V def2-TZVPD def2/J DEFGRID3
* xyz 3 1
Ti -0.349 0.333 -0.301
N 0.132 1.592 1.328
C 0.773 0.690 2.382
C -0.274 -0.140 3.100
C -0.922 -1.212 2.247
N -1.664 -0.598 1.071
H 0.827 2.282 1.038
H -0.601 2.136 1.790
H 1.313 1.325 3.083
H 1.512 0.063 1.879
H -1.034 0.511 3.546
H 0.214 -0.633 3.943
H -1.636 -1.790 2.833
H -0.185 -1.904 1.837
H -2.403 0.002 1.444
H -2.162 -1.345 0.584
C 2.069 0.905 -3.601
C 2.042 0.586 -2.127
C 3.355 0.803 -1.410
O 0.962 1.438 -1.443
C 1.491 -0.814 -1.869
O 1.478 -1.760 -2.548
O 0.883 -0.851 -0.530
H 2.577 1.853 -3.777
H 1.068 0.941 -4.030
H 2.633 0.125 -4.114
H 3.677 1.838 -1.532
H 4.114 0.166 -1.869
H 3.299 0.558 -0.350
H 0.987 2.331 -1.824
N -1.548 -0.088 -1.770
C -2.114 -0.522 -2.723
N -2.705 -0.967 -3.732
C -4.130 -0.560 -4.080
C -4.948 -1.832 -4.219
O -4.358 -2.692 -5.161
C -3.107 -3.166 -4.734
C -2.109 -2.022 -4.644
H -4.050 -0.027 -5.027
H -4.499 0.108 -3.304
H -5.938 -1.565 -4.589
H -5.062 -2.330 -3.249
H -2.751 -3.876 -5.480
H -3.190 -3.684 -3.770
H -1.980 -1.528 -5.606
H -1.147 -2.329 -4.238
*
```

Output
* frontier orbital gap: 0.225 Ha

---

> Among the records above, which one has the lowest frontier orbital gap?

C12H25N4O4Ti

---

> What is the frontier orbital gap in the second record?

0.225 Ha

---

> Which of these has the lowest frontier orbital gap?

C12H25N4O4Ti

---

> Among the records above, which one has the highest frontier orbital gap?

C4H5BrN2